Formula: C8H26N7O7PRe
Source: OMol25
Level of theory: ωB97M-V/def2-TZVPD

Geometry (Å):
Re -1.239 -0.710 0.070
P -1.644 -3.985 0.018
O -2.127 -1.189 -1.883
O 2.067 1.395 -0.981
O -1.080 -0.246 2.107
O -2.819 -1.190 1.529
O 0.515 -0.192 -0.713
O -0.893 -2.749 0.506
O -2.524 -3.727 -1.156
N -2.124 -0.771 2.499
N 3.097 3.982 0.126
N 4.529 5.752 0.624
N 5.321 3.871 -0.442
N -1.421 1.463 -0.318
N -0.912 -5.943 -1.734
N -3.859 -3.948 1.726
C -0.263 2.018 -1.061
C 1.951 4.513 0.810
C 0.937 0.999 -0.904
C 0.150 3.429 -0.652
C -0.389 -5.269 -0.527
C -2.602 -4.693 1.471
C 0.771 3.545 0.757
C 4.327 4.552 0.111
H 5.182 2.957 -0.843
H 0.854 3.785 -1.405
H 0.029 3.902 1.473
H 0.525 -4.726 -0.782
H -0.481 2.007 -2.137
H 3.802 6.308 1.051
H -1.960 -4.662 2.353
H 5.449 6.171 0.614
H -1.493 1.956 0.580
H -1.417 -6.815 -1.523
H -4.512 -4.037 0.934
H 1.663 5.486 0.381
H -4.350 -4.311 2.559
H 2.209 4.701 1.865
H -3.680 -2.930 1.871
H -2.281 1.684 -0.830
H -1.574 -5.287 -2.197
H -0.131 -5.984 0.252
H -0.160 -6.192 -2.396
H -2.498 -2.106 -1.857
H -1.754 -1.039 -2.764
H -2.836 -5.738 1.259
H 6.263 4.243 -0.486
H 2.979 3.070 -0.323
H 1.129 2.571 1.099
H -0.725 4.078 -0.731

The calculation puts the LUMO energy (alpha / beta) at -15.39 / -14.92 eV. The calculation puts the HOMO energy (alpha / beta) at -19.6 / -19.6 eV. The spin multiplicity is 2. Its total charge is +4. Its HOMO-LUMO gap (alpha / beta) is 0.1544 / 0.1717 Eh.

---

Formula: C8H27Br2IN11O5
Source: OMol25
Level of theory: ωB97M-V/def2-TZVPD

Geometry (Å):
I 6.161 0.067 -0.517
Br 1.961 -1.515 0.074
Br 1.432 -1.795 -3.107
O -2.343 -2.785 0.575
O 3.180 2.877 1.541
O -0.922 1.602 4.106
O -4.225 -0.582 4.617
O -3.688 -2.446 -5.822
N -1.352 -0.510 3.398
N 0.166 0.811 2.278
N 4.496 4.725 1.465
N -2.447 -0.564 -6.054
N -1.807 -2.221 -4.582
N 4.990 3.004 2.906
N -3.650 -2.109 -1.152
N 4.748 -1.489 -0.525
N -3.319 -0.735 0.667
N -4.143 1.380 3.472
N -6.160 0.353 3.902
C 4.158 3.497 1.945
C 3.298 -1.389 -2.603
C 3.895 -0.243 -3.503
C -2.713 -1.787 -5.509
C -3.057 -1.930 0.063
C -0.713 0.691 3.316
C -4.804 0.325 4.031
C 3.430 -0.960 -1.088
H -1.204 -1.266 2.753
H 5.796 3.489 3.251
H -2.017 -0.635 4.151
H 3.852 -2.323 -2.778
H -0.999 -1.701 -4.302
H -2.906 -0.571 1.570
H 5.291 5.248 1.780
H 0.340 0.076 1.626
H 4.910 -0.574 -3.770
H -3.094 -0.218 -6.737
H -4.240 -1.429 -1.591
H -4.601 2.132 2.997
H 4.575 -1.846 0.418
H -3.483 -2.978 -1.619
H 3.985 0.704 -2.961
H 5.152 -2.215 -1.117
H 0.653 1.685 2.177
H -3.903 -0.027 0.267
H 3.491 0.129 -0.998
H 3.903 5.121 0.760
H -1.653 -0.006 -5.811
H -1.976 -3.117 -4.164
H -3.140 1.403 3.566
H 3.263 -0.136 -4.388
H -6.660 1.084 3.434
H 4.767 2.103 3.284
H -6.675 -0.406 4.306

The calculation puts the LUMO energy at -6.07 eV. The calculation puts the HOMO energy at -11.4 eV. The value obtained for the energy above the lowest of the compared OMol25 structures with the same formula, charge and spin is 18.5 kcal per mole. Its total charge is +1. Its HOMO-LUMO gap is 0.1956 Eh.

---

Formula: C8H27Li2N6O8
Source: OMol25
Level of theory: ωB97M-V/def2-TZVPD

Geometry (Å):
O 5.289 2.620 -0.158
O -3.103 -3.977 -0.370
O -1.648 -2.832 4.086
O 0.924 -1.760 -4.348
O -1.608 4.425 0.061
O -2.339 -0.584 0.614
O 2.236 -0.907 0.567
O -0.778 3.879 -2.642
N -0.155 -1.512 3.220
N 4.028 4.286 0.712
N -0.005 -2.729 -2.540
N -2.154 -0.668 3.822
N 3.302 2.324 0.959
N -0.305 -3.533 -4.489
C -0.842 3.305 -0.147
C 0.319 -2.641 -3.811
C -2.471 -2.987 0.427
C -1.344 -1.727 3.723
C -2.577 -1.627 -0.316
C -0.015 3.552 -1.514
C 1.083 -0.108 0.185
C 4.309 3.006 0.490
Li 2.478 -3.055 1.012
Li 3.774 -1.252 -0.638
H -3.466 -4.614 0.249
H 0.568 2.685 -1.824
H -0.815 -4.254 -4.000
H 0.626 -0.627 -0.657
H 3.081 4.555 0.937
H -1.920 -1.664 -1.185
H -3.577 -1.397 -0.684
H -3.084 -0.808 4.190
H -1.709 4.427 1.016
H -1.218 4.706 -2.432
H -1.486 -3.333 0.741
H 4.688 4.968 0.368
H 0.038 3.235 0.494
H -1.806 0.252 3.589
H 0.097 -0.570 2.957
H 0.300 -0.057 0.942
H 3.101 1.436 0.521
H 0.658 4.391 -1.340
H 1.295 0.900 -0.172
H -1.525 2.459 -0.226
H -0.729 -3.403 -2.331
H 0.476 -2.290 3.344
H -1.535 -0.710 1.123
H 0.385 -2.158 -1.804
H -0.335 -3.434 -5.494
H 2.507 2.765 1.397
H -3.011 -2.958 1.374

The calculation puts the LUMO energy at -5.50 eV. The calculation puts the HOMO energy at -12.0 eV. The value obtained for the energy above the lowest of the compared OMol25 structures with the same formula, charge and spin is 0.0 kcal per mole. Its total charge is +1. Its HOMO-LUMO gap is 0.2378 Eh.

---

Formula: C8H28FIInO7S
Source: OMol25
Level of theory: ωB97M-V/def2-TZVPD

Geometry (Å):
I -0.636 -2.365 3.211
In -0.289 0.166 0.178
S 2.329 2.692 3.256
F -3.084 -0.580 -0.889
O 5.863 3.468 3.265
O 2.187 -2.334 2.428
O -2.094 -0.944 -6.457
O 0.728 -4.619 5.714
O 3.214 -3.096 5.565
O -5.632 -2.130 -4.166
O 0.597 2.369 -3.711
C -3.036 -0.729 -3.231
C 0.847 -1.798 0.535
C 0.687 3.066 0.957
C 1.249 1.781 0.352
C -2.543 0.074 -2.025
C 0.758 3.154 2.481
C 1.128 -2.150 1.903
C -1.040 0.226 -1.941
H 2.174 1.369 3.339
H 6.193 3.362 4.161
H 1.682 -4.714 5.797
H -3.043 -1.783 -2.960
H -0.383 3.109 0.722
H 1.111 3.975 0.519
H 2.145 1.431 0.864
H -3.026 -0.973 -6.217
H -6.163 -2.061 -4.966
H 4.163 -3.227 5.643
H 4.931 3.219 3.323
H 1.811 -1.744 0.028
H -6.273 -2.291 -3.467
H -1.550 0.337 1.391
H -0.578 -0.592 -2.501
H -2.991 1.071 -2.058
H 0.265 -2.599 0.077
H -2.349 -0.609 -4.064
H 3.101 -2.583 4.753
H -4.041 -0.416 -3.492
H 0.188 2.647 -4.536
H 0.617 4.193 2.782
H -2.083 -1.055 -7.413
H -0.046 2.597 2.958
H 1.558 1.995 -0.674
H -0.732 1.171 -2.384
H 1.444 1.996 -3.971
H 0.641 -4.073 4.920

The calculation puts the LUMO energy at 2.00 eV. The calculation puts the HOMO energy at -4.7 eV. Its total charge is -1. Its HOMO-LUMO gap is 0.2473 Eh.

---

Formula: C8H29N10O7
Source: OMol25
Level of theory: ωB97M-V/def2-TZVPD

Geometry (Å):
O 0.560 -1.267 0.032
O 2.792 -2.011 -2.793
O 3.287 -2.232 1.778
O -2.593 4.046 -0.533
O -3.518 -2.121 3.043
O -1.397 2.984 4.574
O -1.492 -0.762 -1.789
N 3.845 -3.069 3.858
N -0.267 1.249 3.618
N -3.257 -0.622 1.345
N 2.640 -1.125 3.612
N -0.932 2.895 -1.478
N -1.253 2.850 2.303
N 3.438 -1.169 -4.820
N 2.539 0.222 -3.212
N -2.924 1.819 -1.111
N -1.440 -1.652 2.223
C -2.118 -0.767 -4.030
C 3.288 -2.165 2.999
C -2.789 -1.527 2.236
C -2.234 2.977 -1.052
C -0.955 -0.473 -3.082
C 1.017 0.026 0.172
C -0.968 2.423 3.563
C 2.912 -1.061 -3.543
H 2.113 -0.469 3.067
H -3.895 1.822 -0.867
H -2.603 -1.738 -3.956
H -0.811 2.366 1.542
H 0.538 0.669 -0.595
H 3.646 -2.909 4.824
H -1.876 -0.595 -5.084
H -0.723 -0.818 -1.153
H -0.185 -1.195 -3.376
H 2.122 0.081 0.141
H 2.663 -0.942 4.598
H 0.806 0.479 1.165
H -2.927 -0.057 -3.813
H 4.266 -3.899 3.492
H -0.998 -2.238 2.903
H 2.788 1.011 -3.770
H 4.061 -1.956 -4.906
H -0.852 -1.260 1.479
H -4.176 -0.234 1.283
H 2.305 0.355 -2.238
H -0.586 1.951 -1.551
H -0.506 0.521 -3.135
H 0.135 0.853 2.788
H -0.340 3.660 -1.224
H -2.527 1.026 -1.609
H 3.645 -0.342 -5.343
H -1.616 3.787 2.314
H 0.012 0.864 4.497
H -2.663 -0.260 0.615

The calculation puts the LUMO energy at 2.58 eV. The calculation puts the HOMO energy at -4.4 eV. The value obtained for the energy above the lowest of the compared OMol25 structures with the same formula, charge and spin is 0.0 kcal per mole. Its total charge is -1. Its HOMO-LUMO gap is 0.2573 Eh.

---

Formula: C8H29N14O10
Source: OMol25
Level of theory: ωB97M-V/def2-TZVPD

Geometry (Å):
O -1.244 0.516 -1.179
O -2.309 4.152 3.745
O 5.504 -0.065 0.033
O 1.361 -4.883 -1.577
O 3.739 2.774 3.814
O 2.393 2.256 -2.151
O -2.185 -3.400 -3.230
O -7.184 0.209 -0.938
O 0.320 -0.559 -0.128
O -0.141 1.504 0.356
N -6.389 -1.936 -0.980
N -5.002 -0.381 -0.845
N 0.181 -3.030 -1.584
N 2.403 1.928 2.240
N -4.299 -3.042 -3.096
N -2.116 2.366 2.442
N -2.949 -1.376 -2.745
N 2.711 0.165 -1.698
N -0.704 3.976 2.186
N 1.693 -3.354 -0.111
N 5.534 0.137 2.226
N 3.691 -0.605 1.218
N 1.498 2.512 4.080
N 4.307 1.221 -2.659
C 3.118 1.329 -2.156
C 4.909 -0.107 1.062
C 2.644 2.439 3.417
C -0.278 0.516 -0.355
C -3.060 -2.605 -3.138
C -6.260 -0.619 -0.830
C -1.824 3.560 2.810
C 1.073 -3.811 -1.129
H -4.937 -2.291 -2.873
H -4.543 -3.873 -3.615
H 3.188 1.491 1.780
H 4.789 2.073 -2.910
H 0.185 -2.140 -1.107
H 1.435 2.815 5.041
H 1.490 1.759 1.840
H -0.259 3.308 1.573
H -1.966 -1.152 -2.682
H 4.725 0.305 -2.576
H -1.747 1.100 -0.606
H -0.408 4.927 2.351
H -4.332 -1.012 -0.429
H -4.507 0.480 -1.025
H 0.680 2.780 3.552
H -7.347 -2.250 -1.043
H 6.484 0.471 2.147
H -1.800 1.898 1.605
H -5.716 -2.464 -0.442
H 1.470 -2.409 0.168
H 3.341 -0.552 2.164
H -0.369 -3.344 -2.372
H 3.157 -0.841 0.394
H -3.706 -0.724 -2.898
H 1.810 0.177 -1.241
H 5.034 0.056 3.099
H 3.208 -0.624 -2.084
H 2.505 -3.831 0.255
H -3.000 2.078 2.835

The calculation puts the LUMO energy (alpha / beta) at -0.41 / -6.15 eV. The calculation puts the HOMO energy (alpha / beta) at -9.1 / -9.1 eV. The spin multiplicity is 2. Its total charge is 0. Its HOMO-LUMO gap (alpha / beta) is 0.3179 / 0.1068 Eh.

---

Electronic energy
In order: -44861.176; -183545.488; -34458.197; -49909.840; -38005.043; -50103.319
Unit: eV